1.
Entry from the OMol25 dataset: a cluster of 3 separate species, C5H16N2O in total at a distorted geometry (ωB97M-V/def2-TZVPD).

Last column: Mulliken charge in e.
Cartesian coordinates (Å):
C: -1.583 -2.113 1.136  -1.13
C: -0.459 -1.455 0.178  0.53
C: -1.081 -0.134 -0.411  -0.67
C: 0.180 0.535 -1.123  -0.82
C: 0.156 1.986 -1.309  -0.40
N: 0.474 2.697 -0.205  -0.57
N: -0.016 -2.318 -0.841  -0.63
H: -1.150 -3.098 1.523  0.32
H: -2.464 -2.412 0.604  0.36
H: -1.800 -1.199 1.673  0.35
H: 0.262 -1.056 0.954  0.32
H: -1.320 0.447 0.526  0.34
H: -2.095 -0.386 -0.888  0.37
H: 1.139 0.438 -0.556  0.19
H: 0.324 -0.112 -2.034  0.44
H: -0.908 2.223 -1.751  0.25
H: 0.838 2.080 -2.161  0.34
H: 0.849 3.618 -0.162  0.11
H: 3.282 -0.735 0.422  0.16
H: 0.934 -2.670 -0.792  0.30
H: 2.993 -0.962 -0.240  -0.17
H: 0.390 1.797 1.048  0.40
H: 0.705 1.667 2.591  0.27
O: 0.351 1.162 1.817  -0.67

Its LUMO energy is -3.514 eV. The calculation puts the HOMO-LUMO gap at 3.384 eV. The value obtained for the HOMO energy is -6.9 eV. Its energy relative to the best compared isomer or geometry (same formula, charge and spin) is 213.0 kcal per mole. The multiplicity is 1.

2.
Entry from the OMol25 dataset: an isolated molecule of C5H7FS2 at a distorted geometry (ωB97M-V/def2-TZVPD).

Last column: Mulliken charge in e.
Cartesian coordinates (Å):
C: -2.254 0.522 -0.759  -0.07
C: -0.606 -0.693 0.520  -1.00
C: -1.534 -0.799 -0.546  0.39
C: 1.093 1.067 -0.091  -1.21
C: 0.907 -0.353 0.326  0.42
F: 1.593 -1.291 -0.536  -0.35
S: -2.475 1.799 0.072  -0.21
S: -3.052 -1.648 0.186  -0.23
H: -0.948 -0.271 1.465  0.42
H: -1.269 -1.333 -1.458  0.39
H: 2.192 1.247 0.106  0.36
H: 0.650 1.753 0.566  0.37
H: 1.044 1.134 -1.200  0.31
H: 1.377 -0.721 1.324  0.23
H: -3.854 -1.884 -1.005  0.18

Its LUMO energy (spin up / spin down) is -0.122 / -1.035 eV. The calculation puts the HOMO-LUMO gap (spin up / spin down) at 7.282 / 8.309 eV. Its expectation value of S² is 2.009. The value obtained for the HOMO energy (spin up / spin down) is -7.4 / -9.3 eV. The multiplicity is 3.

3.
Entry from the OMol25 dataset: a structure of composition CF2Ga at a distorted geometry (ωB97M-V/def2-TZVPD).

Last column: Mulliken charge in e.
Cartesian coordinates (Å):
C: -0.280 0.314 -0.370  0.23
F: -0.627 -0.835 0.851  -0.38
Ga: 1.557 -0.345 0.152  0.29
F: -0.904 1.487 -0.002  -0.14

Its LUMO energy (spin up / spin down) is -0.291 / -1.045 eV. The calculation puts the HOMO-LUMO gap (spin up / spin down) at 8.403 / 8.764 eV. Its expectation value of S² is 0.760. The value obtained for the HOMO energy (spin up / spin down) is -8.7 / -9.8 eV. The multiplicity is 2.

4.
Entry from the OMol25 dataset: a cluster of 3 separate species, C16H39N2O3 in total at a distorted geometry (ωB97M-V/def2-TZVPD).

Last column: Mulliken charge in e.
Cartesian coordinates (Å):
C: 1.831 0.321 2.457  -0.94
C: 0.990 1.543 2.065  -0.57
C: -0.099 1.197 1.045  0.83
C: -1.446 1.892 1.254  -0.18
C: -1.936 1.892 2.697  -1.08
C: -3.427 1.638 2.717  -0.66
C: -3.899 0.180 2.409  0.87
C: -4.952 0.044 1.316  -0.92
O: -4.405 -0.405 0.068  -0.59
H: 2.621 0.110 1.737  0.07
H: 2.260 0.437 3.450  0.39
H: 1.194 -0.561 2.498  0.21
H: 1.674 2.274 1.634  0.32
H: 0.572 1.936 2.984  0.56
H: -0.251 0.117 1.009  -0.96
H: 0.290 1.469 0.056  0.28
H: -1.395 2.894 0.810  0.29
H: -2.163 1.341 0.602  -0.54
H: -1.449 1.039 3.192  -0.13
H: -3.895 2.298 1.980  0.30
H: -3.836 1.924 3.689  0.43
H: -3.028 -0.379 2.071  -0.76
H: -4.273 -0.278 3.322  0.58
H: -5.734 -0.666 1.584  0.28
H: -5.446 1.006 1.168  0.46
H: -4.130 0.381 -0.419  0.29
C: 5.478 1.213 -2.759  -1.45
C: 4.194 1.891 -2.293  0.16
C: 3.623 1.307 -0.997  -0.58
O: 2.948 0.081 -1.117  0.11
C: 3.696 -1.113 -1.163  -0.95
N: 3.222 1.880 -3.390  -0.78
H: 5.274 0.238 -3.205  0.28
H: 5.970 1.821 -3.518  0.37
H: 6.174 1.070 -1.930  0.34
H: 4.430 2.938 -2.078  0.44
H: 2.857 1.990 -0.616  0.10
H: 4.404 1.238 -0.227  0.47
H: 4.649 -1.051 -0.627  0.39
H: 3.894 -1.428 -2.193  0.23
H: 3.069 -1.870 -0.692  0.25
H: 2.411 2.431 -3.124  0.30
H: 2.868 0.931 -3.477  0.31
C: -0.612 -2.387 0.561  -1.62
C: -0.416 -1.767 -0.817  1.37
C: -1.702 -1.216 -1.435  0.24
O: -2.596 -2.196 -1.939  -0.47
C: -3.459 -2.762 -0.971  -0.45
N: 0.278 -2.721 -1.697  -0.66
H: -1.067 -3.377 0.496  0.45
H: 0.353 -2.505 1.055  0.25
H: -1.241 -1.755 1.189  0.12
H: 0.251 -0.908 -0.693  -0.39
H: -1.431 -0.598 -2.296  0.47
H: -2.224 -0.575 -0.716  -0.47
H: -3.739 -2.027 -0.210  0.15
H: -3.010 -3.629 -0.478  0.27
H: -4.359 -3.093 -1.491  0.29
H: 0.520 -2.246 -2.562  0.31
H: -0.374 -3.448 -1.980  0.31

The charge is -1. Its LUMO energy is 2.786 eV. The calculation puts the HOMO-LUMO gap at 3.967 eV. The value obtained for the HOMO energy is -1.2 eV. The multiplicity is 1.

5.
Entry from the OMol25 dataset: a cluster of 3 separate species, C3H11NO3 in total at a distorted geometry (ωB97M-V/def2-TZVPD).

Last column: Mulliken charge in e.
Cartesian coordinates (Å):
C: 0.698 -1.207 1.093  -0.42
C: 1.746 -0.128 1.279  0.37
N: 1.300 1.187 1.157  -0.23
C: 0.602 1.710 -0.017  -0.74
O: 2.875 -0.374 1.625  -0.59
H: 0.313 -1.716 1.989  0.30
H: 1.034 -1.973 0.399  0.24
H: -0.194 -0.691 0.695  -0.03
H: 1.987 1.783 1.595  0.27
H: 0.904 1.271 -0.973  0.27
H: -0.453 1.398 -0.006  0.16
H: 0.683 2.798 0.056  0.38
H: -3.001 -1.848 -0.776  0.34
H: -2.915 -0.694 0.092  0.30
O: -3.046 -0.875 -0.850  -0.69
H: -1.399 -0.357 -1.907  0.34
H: -0.494 -0.377 -3.141  0.30
O: -0.639 0.094 -2.311  -0.58

Its LUMO energy is 0.265 eV. The calculation puts the HOMO-LUMO gap at 9.470 eV. The value obtained for the HOMO energy is -9.2 eV. Its energy relative to the best compared isomer or geometry (same formula, charge and spin) is 25.1 kcal per mole. As for the SMILES: CNC(C)=O.O.O. The multiplicity is 1.

6.
Entry from the OMol25 dataset: a structure of composition C16H27BrN2O2S at a distorted geometry (ωB97M-V/def2-TZVPD).

Last column: Mulliken charge in e.
Cartesian coordinates (Å):
C: -5.021 0.834 -1.630  -1.40
C: -3.776 -0.038 -2.158  0.61
C: -3.573 -1.187 -1.098  -1.24
C: -2.558 0.979 -2.294  -1.12
C: -1.155 0.403 -1.918  1.13
C: -0.351 1.186 -0.965  -0.77
C: 1.035 0.692 -0.555  -0.48
C: 1.577 -0.560 -1.095  -0.28
Br: 3.337 -1.227 -0.566  -0.19
C: 0.802 -1.369 -2.086  0.52
N: 1.087 -2.567 -2.722  -0.64
S: -0.254 -2.900 -3.679  0.15
N: -1.291 -1.617 -3.389  -0.45
C: -0.567 -0.855 -2.486  0.38
H: -4.950 0.879 -0.498  0.32
H: -5.036 1.868 -2.068  0.37
H: -5.940 0.233 -1.863  0.38
H: -4.025 -0.452 -3.181  0.32
H: -4.525 -1.809 -1.100  0.37
H: -3.482 -0.801 -0.035  0.27
H: -2.743 -1.906 -1.334  0.30
H: -2.771 1.852 -1.609  0.39
H: -2.548 1.369 -3.359  0.27
H: -0.715 2.154 -0.526  0.39
H: 1.677 1.265 0.167  0.44
C: 3.639 -4.690 2.367  -1.18
C: 2.167 -4.376 2.588  0.40
C: 1.282 -5.188 1.655  -1.20
O: 1.940 -2.986 2.368  -0.47
H: 3.940 -4.443 1.344  0.29
H: 4.263 -4.093 3.035  0.30
H: 3.848 -5.748 2.545  0.37
H: 1.899 -4.587 3.626  0.29
H: 1.503 -4.957 0.609  0.30
H: 0.229 -4.944 1.817  0.31
H: 1.420 -6.260 1.813  0.36
H: 2.176 -2.790 1.452  0.23
C: 0.419 5.640 1.126  -1.27
C: 1.221 4.509 1.750  0.24
C: 2.703 4.844 1.803  -1.26
O: 1.030 3.315 0.989  -0.49
H: 0.741 5.825 0.096  0.34
H: -0.642 5.382 1.084  0.32
H: 0.531 6.565 1.696  0.40
H: 0.853 4.311 2.759  0.25
H: 3.103 5.001 0.796  0.34
H: 3.267 4.019 2.243  0.33
H: 2.883 5.745 2.394  0.39
H: 1.352 3.478 0.093  0.36

Its LUMO energy is -1.053 eV. The calculation puts the HOMO-LUMO gap at 7.511 eV. The value obtained for the HOMO energy is -8.6 eV. Its energy relative to the best compared isomer or geometry (same formula, charge and spin) is 54.2 kcal per mole. The multiplicity is 1.

no.,electronic energy (Ha)
1,-384.5186
2,-1090.7670
3,-2162.4834
4,-968.1192
5,-401.3731
6,-3857.9729